{"formula": "C9H90AlO35", "method": "ωB97M-V/def2-TZVPD", "symbols": ["C", "C", "C", "C", "C", "C", "C", "C", "C", "Al", "O", "H", "H", "H", "H", "H", "H", "H", "H", "H", "H", "H", "H", "H", "H", "H", "H", "H", "H", "H", "H", "H", "H", "O", "H", "H", "O", "H", "H", "O", "H", "H", "O", "H", "H", "O", "H", "H", "O", "H", "H", "O", "H", "H", "O", "H", "H", "O", "H", "H", "O", "H", "H", "O", "H", "H", "O", "H", "H", "O", "H", "H", "O", "H", "H", "O", "H", "H", "O", "H", "H", "O", "H", "H", "O", "H", "H", "O", "H", "H", "O", "H", "H", "O", "H", "H", "O", "H", "H", "O", "H", "H", "O", "H", "H", "O", "H", "H", "O", "H", "H", "O", "H", "H", "O", "H", "H", "O", "H", "H", "O", "H", "H", "O", "H", "H", "O", "H", "H", "O", "H", "H", "O", "H", "H"], "xyz": [[3.4787, -0.7050, -0.4857], [3.1540, -0.5473, -1.9912], [1.8219, 0.1991, -2.2892], [1.4491, 1.3023, -1.2664], [0.6827, 2.4589, -1.9564], [-0.8536, 2.4812, -1.7017], [-1.4653, 1.1091, -1.3267], [-2.8864, 0.9674, -1.9444], [-3.7852, -0.0256, -1.1696], [-3.5196, -1.9811, -1.7219], [-1.7512, -2.4533, -1.3029], [2.6326, -1.1405, 0.0462], [3.7632, 0.2802, -0.1057], [4.3660, -1.3350, -0.4012], [3.9913, -0.0749, -2.5248], [3.0546, -1.5577, -2.4161], [1.9574, 0.7155, -3.2478], [1.0322, -0.5426, -2.4431], [0.9488, 0.9150, -0.3762], [2.4030, 1.7263, -0.9202], [0.8663, 2.5118, -3.0308], [1.0870, 3.3943, -1.5377], [-1.3166, 2.7898, -2.6471], [-1.1549, 3.2526, -0.9828], [-0.8818, 0.2567, -1.6780], [-1.6234, 1.0880, -0.2441], [-2.7740, 0.6772, -3.0009], [-3.3451, 1.9708, -1.8864], [-4.8237, 0.2178, -1.4568], [-3.7146, 0.0945, -0.0848], [-4.5050, -2.9416, -0.8766], [-3.8178, -2.1497, -3.2917], [-1.6173, -1.9974, -0.4687], [5.7850, -2.0757, -3.4001], [5.5351, -1.7026, -2.5488], [4.9449, -2.1874, -3.8531], [-1.7573, 4.8197, -4.1004], [-2.0005, 5.7249, -3.8853], [-2.0907, 4.6904, -4.9947], [-0.6021, -4.6703, 0.5972], [-1.2195, -4.2382, 1.1962], [-0.9183, -4.4248, -0.2820], [-5.6446, 0.8287, 1.1108], [-6.3708, 0.2001, 1.1430], [-5.9500, 1.5586, 1.6563], [5.5932, -1.5529, 1.6177], [5.3682, -0.8674, 2.2602], [5.1965, -2.3491, 1.9821], [-7.2408, 0.2419, 3.2226], [-6.4711, -0.1960, 3.6043], [-7.7590, 0.5459, 3.9736], [3.3406, 2.5331, -4.6323], [3.2443, 1.6926, -5.0961], [4.0106, 2.3496, -3.9689], [-5.2377, 3.5272, 1.3470], [-4.8583, 3.1351, 0.5486], [-4.9104, 4.4319, 1.3339], [-2.8779, -5.5844, -1.2237], [-2.4821, -5.9008, -2.0402], [-2.6393, -4.6510, -1.1978], [-5.3857, -1.9915, 2.3943], [-4.4794, -1.7079, 2.5659], [-5.2907, -2.7221, 1.7687], [5.1471, 0.6527, -5.3882], [5.5559, 0.3310, -6.1971], [5.5182, 1.5335, -5.2761], [0.7820, 3.6079, -5.5936], [1.4923, 3.0961, -5.1799], [0.2681, 3.9419, -4.8483], [-8.0126, 4.7802, 0.8167], [-7.2591, 4.3399, 1.2487], [-8.5014, 5.1817, 1.5420], [-3.4872, -3.6912, 4.0107], [-3.4716, -4.4734, 4.5717], [-4.4278, -3.4858, 3.9081], [3.7949, 4.3527, -1.2198], [3.5621, 5.2637, -1.0206], [3.4386, 4.2071, -2.1032], [6.5389, 0.1483, 3.9222], [5.9448, -0.3920, 4.4614], [7.2502, -0.4568, 3.6799], [0.9193, -2.3537, 0.3534], [0.0255, -2.2484, -0.0011], [0.9983, -3.3002, 0.5147], [9.6034, -0.4363, 2.9863], [9.9738, -0.7782, 2.1612], [9.9830, 0.4443, 3.0669], [-6.1582, -1.0705, -3.3994], [-6.7336, -0.5969, -2.7890], [-6.4338, -0.7698, -4.2708], [-5.4916, 5.3543, -0.9525], [-6.3759, 5.4093, -0.5698], [-5.6081, 4.8269, -1.7548], [-0.5828, -4.1600, 3.8237], [-1.5365, -4.0546, 3.9422], [-0.2739, -3.2707, 3.6263], [-1.1108, -0.6656, 1.7216], [-0.4881, -0.9521, 2.3938], [-1.3405, 0.2337, 1.9798], [4.9124, -2.2674, 4.4817], [4.3199, -2.8028, 5.0165], [5.6261, -2.8775, 4.2382], [7.9188, 1.8813, 1.4067], [7.7953, 1.1282, 1.9966], [7.0267, 2.2123, 1.2655], [1.4167, -5.8020, 2.2329], [0.8325, -5.4293, 2.9017], [1.0221, -5.5015, 1.4006], [-2.4853, 6.6849, -0.2204], [-2.7206, 7.1134, 0.6064], [-3.3356, 6.4639, -0.6215], [4.0456, -7.6355, 1.2817], [3.5198, -8.0729, 0.6077], [3.5090, -6.8721, 1.5332], [-5.4278, 3.0722, -3.3192], [-5.9509, 2.4782, -2.7707], [-4.6640, 2.5340, -3.5612], [8.1436, 2.4166, -2.0972], [8.8258, 1.8881, -1.6725], [7.6562, 2.7940, -1.3595], [-1.8416, 1.0482, 4.0036], [-1.2223, 0.7684, 4.6843], [-2.0666, 1.9521, 4.2436], [-9.3928, 2.1829, 1.2218], [-10.3300, 2.3877, 1.2730], [-8.9798, 3.0134, 0.9407], [-6.3816, -2.5681, 4.9466], [-6.9873, -2.1902, 5.5900], [-6.6850, -2.2373, 4.0895], [6.6762, -4.4453, 3.6877], [6.5276, -5.2878, 3.2465], [7.3789, -4.6246, 4.3200], [9.4226, -1.4859, 0.2325], [8.5315, -1.3979, 0.5967], [9.2914, -1.9162, -0.6169]], "forces_ev_per_angstrom": [[0.394, 0.325, -1.228], [-0.658, -0.365, 0.361], [0.508, 0.042, 0.090], [0.802, 0.228, -1.062], [-0.541, 0.562, 1.413], [0.201, -0.679, -0.943], [-1.164, 0.739, -0.410], [0.184, 0.056, 1.043], [0.187, -0.610, -0.999], [0.369, 0.652, 0.013], [-0.664, -0.369, -0.061], [0.242, 0.136, 0.030], [-0.149, -0.178, 0.332], [-0.175, -0.043, 0.261], [-0.114, 0.102, 0.184], [0.076, 0.152, -0.013], [-0.163, -0.188, 0.044], [-0.090, 0.186, 0.223], [-0.117, -0.002, -0.180], [-0.177, -0.061, 0.028], [0.154, -0.344, 0.085], [-0.051, -0.090, -0.215], [-0.009, 0.047, 0.179], [0.189, -0.211, 0.070], [0.160, 0.107, 0.355], [0.387, -0.409, -0.051], [-0.158, 0.155, 0.088], [0.138, -0.014, -0.264], [0.089, -0.210, 0.292], [0.074, 0.296, -0.147], [-0.116, -0.201, 0.362], [0.457, -0.205, -0.123], [-0.159, 0.289, 0.240], [0.171, -0.178, 0.037], [-0.033, 0.052, 0.011], [-0.052, 0.077, -0.019], [0.022, 0.039, -0.183], [0.041, 0.025, 0.120], [0.012, -0.082, -0.015], [0.147, -0.179, 0.007], [-0.015, -0.069, 0.087], [-0.061, 0.122, -0.080], [0.041, 0.284, -0.196], [0.045, -0.140, 0.055], [-0.079, -0.063, 0.147], [0.340, -0.013, 0.076], [0.086, -0.016, -0.027], [-0.097, -0.010, -0.004], [-0.249, -0.072, 0.451], [0.135, 0.039, -0.205], [-0.057, 0.043, -0.043], [-0.173, 0.272, -0.045], [0.215, -0.092, 0.017], [-0.116, -0.092, 0.217], [-0.141, 0.307, 0.236], [-0.119, -0.167, 0.004], [0.129, 0.000, -0.134], [0.140, -0.295, -0.044], [-0.033, 0.004, -0.058], [-0.289, 0.408, -0.070], [0.032, -0.377, 0.252], [0.021, 0.176, -0.239], [0.012, 0.214, -0.312], [0.080, -0.075, -0.197], [0.020, -0.149, 0.038], [0.066, 0.030, -0.018], [-0.015, -0.072, 0.088], [-0.004, 0.260, -0.026], [-0.110, 0.031, -0.008], [0.171, -0.112, 0.214], [0.156, -0.145, -0.197], [-0.015, 0.115, -0.035], [0.074, -0.257, 0.137], [-0.188, -0.004, 0.036], [0.040, 0.191, 0.039], [0.114, 0.023, -0.087], [-0.030, 0.021, 0.038], [-0.104, -0.077, 0.022], [-0.013, 0.029, 0.035], [-0.048, -0.049, -0.073], [0.158, 0.004, 0.002], [0.198, 0.148, 0.232], [0.314, -0.061, -0.128], [-0.238, 0.043, -0.063], [-0.028, 0.024, -0.035], [-0.081, -0.078, -0.074], [-0.057, 0.053, 0.044], [-0.396, 0.207, -0.037], [0.027, -0.057, 0.079], [0.067, -0.041, -0.057], [-0.045, 0.166, -0.080], [-0.048, 0.012, 0.010], [0.240, -0.123, -0.088], [0.062, 0.012, 0.101], [-0.018, 0.117, -0.202], [0.041, -0.005, -0.073], [-0.113, -0.124, -0.093], [0.192, -0.016, -0.146], [-0.167, -0.022, 0.089], [0.164, 0.046, 0.101], [-0.083, 0.023, 0.000], [-0.106, -0.126, -0.091], [0.039, 0.010, -0.098], [-0.018, -0.007, 0.041], [-0.054, -0.009, 0.074], [0.515, -0.081, -0.231], [-0.181, 0.052, 0.050], [-0.279, -0.080, 0.205], [-0.115, 0.041, -0.038], [0.032, 0.040, 0.034], [-0.055, -0.152, -0.021], [0.086, 0.161, 0.010], [-0.036, -0.035, -0.017], [-0.174, -0.057, 0.137], [-0.203, 0.098, 0.037], [0.040, -0.105, 0.030], [0.137, 0.058, 0.135], [0.049, 0.063, -0.075], [-0.031, -0.069, 0.059], [-0.040, -0.017, 0.040], [0.023, 0.097, 0.110], [0.019, -0.055, 0.003], [-0.056, 0.040, -0.088], [-0.034, 0.120, 0.071], [-0.048, -0.053, -0.038], [0.013, -0.080, -0.083], [-0.179, 0.119, 0.090], [-0.016, -0.095, 0.066], [0.233, -0.142, -0.140], [0.127, -0.028, 0.160], [-0.157, 0.026, -0.111], [0.050, 0.042, -0.020], [-0.138, 0.038, 0.177], [-0.044, 0.009, -0.072], [0.038, -0.019, -0.034]], "charge": -1, "homo_energy_ev": -4.7, "gap_ev": 6.202, "mol_weight_g_mol": 785.77, "fmax_ev_per_a": 1.6, "multiplicity": 1}